A cluster of 6 separate species, C39H67BNO14P in total in a non-equilibrium geometry, computed with ωB97M-V with the def2-TZVPD basis set.

```
! wB97M-V def2-TZVPD RIJCOSX def2/J DEFGRID3
* xyz 0 1
C -2.01690 4.23183 2.30122
C -1.82842 5.48627 1.35008
P -2.75236 5.06242 -0.27093
C -4.46228 4.54978 0.31241
C -1.77861 3.64035 -0.97535
C -0.33771 3.52272 -0.58150
C 0.51276 2.45132 -1.12729
C -0.00011 1.41272 -2.06520
C -1.40798 1.54024 -2.46241
C -2.27550 2.62042 -1.92159
B -3.79174 2.64185 -2.44009
O -4.24230 3.24938 -3.62670
O -4.74629 2.01330 -1.60492
C 0.96125 0.29950 -2.54237
O 0.53286 -0.80965 -2.78896
C 2.47906 0.69376 -2.66744
C 3.34180 -0.05627 -3.74191
C 3.86207 -1.41044 -3.08492
C 2.95496 -2.67668 -3.38963
C 2.68888 -3.44586 -2.02710
C 2.42335 -4.99648 -2.24784
N 3.62273 -5.78115 -1.84560
C 2.96592 1.67156 -1.82933
C 4.46869 2.11973 -1.96691
C 2.02888 2.32848 -0.75255
O 2.46570 2.73960 0.30444
H -1.69348 3.28182 1.77728
H -3.08425 4.06276 2.61836
H -1.42655 4.31676 3.26407
H -0.76500 5.78350 1.17418
H -2.30936 6.36104 1.88268
H -4.56235 3.46247 0.55774
H -4.70288 5.20962 1.20032
H -5.19765 4.86672 -0.48428
H 0.17128 4.22509 0.11625
H -1.79781 0.78523 -3.19414
H -3.58803 3.94864 -3.82035
H -5.61347 1.98452 -2.05015
H 2.64195 -0.29654 -4.59216
H 4.15727 0.58414 -4.16583
H 3.88174 -1.29351 -1.96005
H 4.92076 -1.59914 -3.40655
H 2.01710 -2.44992 -3.95533
H 3.55995 -3.37728 -4.04469
H 3.58459 -3.32449 -1.36158
H 1.81368 -3.00965 -1.45424
H 1.59127 -5.34056 -1.56557
H 2.16201 -5.24846 -3.31691
H 4.44967 -5.46387 -2.35808
H 3.76868 -5.70126 -0.83704
H 4.64543 3.13072 -1.49796
H 4.77248 2.22231 -3.05081
H 5.17996 1.35454 -1.53572
O 2.05555 5.30755 5.78766
C 2.97852 4.82032 5.18578
O 2.87144 4.59641 3.86428
C 3.96168 4.19231 3.02336
C 4.16080 2.69166 3.05716
C 4.22302 4.37314 5.90735
H 4.87138 4.74306 3.27455
H 3.68791 4.49304 2.01102
H 4.41964 2.33917 4.05793
H 4.95655 2.39531 2.37153
H 3.24080 2.18027 2.77037
H 4.04597 3.39093 6.34610
H 4.43565 5.08936 6.70096
H 5.11064 4.33669 5.27967
O -1.38386 9.11458 1.00820
C -0.48341 9.47256 1.72186
O 0.60012 8.68627 1.87343
C 1.79834 9.08518 2.55151
C 1.67967 8.87039 4.04662
C -0.58627 10.74443 2.52214
H 2.06989 10.11112 2.29291
H 2.59288 8.44800 2.15951
H 0.88115 9.47644 4.47846
H 2.61537 9.12591 4.54744
H 1.43775 7.82765 4.26347
H -1.16754 10.55092 3.42403
H -1.09938 11.49066 1.91578
H 0.37439 11.17639 2.79402
O -8.49720 -0.85463 -0.71256
C -7.52083 -1.53012 -0.91222
O -7.31575 -2.64401 -0.18459
C -6.28896 -3.60694 -0.46037
C -4.96964 -3.19531 0.15952
C -6.47283 -1.10109 -1.90455
H -6.20898 -3.79599 -1.53280
H -6.62279 -4.54146 -0.00694
H -4.60709 -2.25209 -0.25322
H -4.20986 -3.96062 -0.01042
H -5.08545 -3.04588 1.23503
H -5.81656 -0.36744 -1.43434
H -6.97393 -0.64301 -2.75783
H -5.87728 -1.91982 -2.30247
O 2.91137 -7.14909 0.48731
C 2.06998 -7.01992 1.33942
O 0.87504 -6.48662 1.02087
C -0.25763 -6.44867 1.90291
C -0.19086 -5.25102 2.82746
C 2.36216 -7.36014 2.77700
H -0.36430 -7.39221 2.44240
H -1.13705 -6.35826 1.26225
H 0.68661 -5.29042 3.47551
H -1.08150 -5.20062 3.45617
H -0.11535 -4.32815 2.24892
H 2.89565 -6.52834 3.23780
H 2.99290 -8.24868 2.79778
H 1.47825 -7.59631 3.36551
O -2.89408 -6.91680 -1.49288
C -1.99477 -7.42512 -2.11495
O -2.10811 -7.58316 -3.44628
C -1.03607 -8.00690 -4.29821
C -0.92178 -9.51701 -4.32540
C -0.78004 -7.96951 -1.41252
H -0.09965 -7.51883 -4.01963
H -1.28548 -7.64742 -5.29787
H -0.69114 -9.92129 -3.33834
H -0.13871 -9.83108 -5.01788
H -1.86792 -9.96421 -4.63708
H -1.00980 -8.96032 -1.01819
H -0.53252 -7.30134 -0.58942
H 0.10760 -8.02375 -2.03905
*
```

Properties
E_LUMO = -0.788 eV
SMILES = CCP(C)c1cc2c(cc1B(O)O)C(=O)C(CCCCCN)=C(C)C2=O.CCOC(C)=O.CCOC(C)=O.CCOC(C)=O.CCOC(C)=O.CCOC(C)=O
Kohn-Sham gap = 6.89 eV

Mulliken atomic charge list, values in e, 99 entries: C -1.001; C -0.368; P -0.096; C -1.080; C 0.686; C -0.674; C 0.093; C 0.278; C -0.959; C 0.069; B 0.889; O -0.598; O -0.610; C 0.213; O -0.591; C 0.393; C -0.951; C -0.915; C -0.333; C -0.698; C -0.100; N -0.544; C 0.676; C -1.600; C 0.000; O -0.441; H 0.272; H 0.286; H 0.333; H 0.248; H 0.377; H 0.291; H 0.417; H 0.318; H 0.318; H 0.364; H 0.327; H 0.292; H 0.368; H 0.355; H 0.415; H 0.318; H 0.326; H 0.440; H 0.405; H 0.161; H -0.107; H 0.291; H 0.221; H 0.207; H 0.335; H 0.376; H 0.305; O -0.563; C 0.752; O -0.325; C -0.373; C -0.967; C -1.041; H 0.364; H 0.288; H 0.356; H 0.354; H 0.230; H 0.263; H 0.314; H 0.351; O -0.567; C 0.807; O -0.354; C -0.427; C -0.949; C -1.040; H 0.360; H 0.323; H 0.283; H 0.380; H 0.269; H 0.248; H 0.331; H 0.337; O -0.578; C 0.662; O -0.366; C -0.404; C -0.720; C -0.646; H 0.369; H 0.289; H 0.178; H 0.236; H 0.300; H 0.046; H 0.383; H 0.274; O -0.601; C 0.789; O -0.284; C -0.402


The ion C2H3N2OS with charge -1 in a non-equilibrium geometry, computed with ωB97M-V with the def2-TZVPD basis set.

```
! wB97M-V def2-TZVPD RIJCOSX def2/J DEFGRID3
* xyz -1 1
C 0.64780 0.58359 -0.37545
C -0.53408 0.04025 0.56167
N 1.83379 0.17959 -0.44483
N -1.13483 -0.85293 -0.45151
O -2.21470 -0.35961 -0.94650
S 2.51581 -1.16716 0.20910
H 0.30513 1.37704 -0.98533
H -0.25447 -0.56406 1.41197
H -1.16446 0.76329 1.02088
*
```

Properties
E_LUMO (spin up / spin down) = 3.610 / 3.611 eV
SMILES = O=NC/C=N\[S-]
Kohn-Sham gap (spin up / spin down) = 6.16 / 6.16 eV

Charge distribution, Mulliken scheme, values in e: C -0.205; C -0.382; N -0.425; N -0.010; O -0.414; S -0.592; H 0.394; H 0.299; H 0.334


A structure of composition C3H5CuLiO3 in a non-equilibrium geometry, computed with ωB97M-V with the def2-TZVPD basis set.

```
! wB97M-V def2-TZVPD RIJCOSX def2/J DEFGRID3
* xyz 2 2
H -2.58301 -0.74751 -0.48557
O 1.31204 0.03507 0.45745
C 0.67172 1.16654 0.84577
C -0.63483 0.98524 1.59340
O -1.71419 0.64960 0.70884
C -1.95085 -0.60039 0.42158
O -1.20575 -1.53417 0.64991
Li 2.85288 0.08954 -0.85478
Cu 0.68963 -2.10807 1.24439
H 0.59651 1.88130 -0.00103
H 1.40515 1.69077 1.51876
H -0.92022 1.94086 2.04353
H -0.54596 0.23579 2.39098
*
```

Properties
E_LUMO (spin up / spin down) = -9.392 / -12.548 eV
Kohn-Sham gap (spin up / spin down) = 10.16 / 6.68 eV
<S²> = 0.7628

Charge distribution, Mulliken scheme, values in e: H 0.410; O -0.511; C -0.146; C -0.576; O -0.233; C 0.234; O -0.403; Li 0.944; Cu 0.833; H 0.331; H 0.363; H 0.359; H 0.395


A structure of composition C26H39F4N8Rb in a non-equilibrium geometry, computed with ωB97M-V with the def2-TZVPD basis set.

```
! wB97M-V def2-TZVPD RIJCOSX def2/J DEFGRID3
* xyz 0 1
Rb -0.08459 0.24941 -0.09156
C -2.78479 -2.10778 -0.62952
N -1.69438 -1.78482 -1.53776
C -0.99314 -3.00297 -1.91714
C -2.17845 -1.09614 -2.74147
C -2.79943 0.27535 -2.50438
N -1.87189 1.13381 -1.79164
C -2.18384 2.41169 -1.56882
C -1.26567 3.24342 -0.85619
F -0.09359 2.67273 -0.41723
C -1.45559 4.57282 -0.58489
F -0.48966 5.23461 0.08309
C -2.60017 5.24186 -0.97266
C -3.52785 4.47473 -1.65624
F -4.67230 5.05289 -2.06741
C -3.35015 3.14148 -1.94478
F -4.34921 2.51881 -2.61832
H -3.54224 -2.74977 -1.10795
H -3.27643 -1.19683 -0.28536
H -2.38882 -2.64106 0.23987
H -0.15630 -2.75961 -2.57241
H -1.64657 -3.71350 -2.44810
H -0.60072 -3.50395 -1.02975
H -2.92282 -1.72383 -3.26211
H -1.32045 -0.97327 -3.41018
H -3.75645 0.15724 -1.97619
H -3.05487 0.66148 -3.49761
H -2.76375 6.28763 -0.76186
C 2.16205 -0.43557 -2.49391
N 3.14451 0.31727 -1.72597
C 3.27151 1.70154 -2.17931
C 3.31597 -0.00107 -0.39026
N 2.54909 -0.88258 0.16207
C 2.95142 -1.52031 1.35417
C 4.18151 -2.17558 1.43498
C 4.58453 -2.83102 2.58938
C 3.74744 -2.83684 3.69749
C 2.51061 -2.21267 3.62123
C 2.07646 -1.58081 2.45378
N 0.82533 -0.93502 2.39711
C -0.23308 -1.54136 2.82095
N -0.39165 -2.91908 2.91682
C -0.83000 -3.52179 4.16275
C 0.36193 -3.79801 2.04168
N -1.34838 -0.80873 3.16659
C -1.27919 0.64480 3.20004
C -2.70308 -1.33299 3.07222
N 4.31612 0.71693 0.24661
C 4.21940 1.04400 1.65820
C 5.64935 0.77772 -0.31806
H 2.45281 -0.43815 -3.54427
H 1.16868 0.02013 -2.41978
H 2.11404 -1.45537 -2.12651
H 3.59189 1.71031 -3.22112
H 3.99915 2.24141 -1.58502
H 2.31165 2.22509 -2.11326
H 4.82336 -2.16690 0.56041
H 5.54576 -3.32827 2.62304
H 4.05000 -3.32734 4.61452
H 1.85487 -2.20030 4.48664
H -1.28965 -2.77283 4.80312
H 0.02090 -3.95971 4.69722
H -1.55925 -4.31525 3.97707
H 0.64701 -3.26462 1.13692
H -0.27333 -4.64303 1.76317
H 1.27173 -4.18552 2.50992
H -0.24323 0.95990 3.26270
H -1.82558 1.02807 4.06404
H -1.73433 1.07470 2.30001
H -2.69077 -2.37805 2.78184
H -3.26836 -0.77136 2.32444
H -3.22358 -1.23605 4.02735
H 3.17896 1.02295 1.97648
H 4.60468 2.05578 1.80827
H 4.78745 0.35644 2.29281
H 5.62204 0.52104 -1.37383
H 6.32045 0.07741 0.19312
H 6.06573 1.78300 -0.21324
*
```

Properties
E_LUMO = 0.149 eV
Kohn-Sham gap = 6.30 eV

Charge distribution, Mulliken scheme, values in e: Rb 0.910; C -0.983; N 0.923; C -1.036; C -1.343; C -0.988; N -0.011; C 0.239; C -0.060; F -0.269; C -0.139; F -0.333; C -0.578; C 0.049; F -0.334; C 0.562; F -0.359; H 0.288; H 0.173; H 0.244; H 0.247; H 0.368; H 0.147; H 0.343; H 0.432; H 0.438; H 0.518; H 0.499; C -1.197; N 0.091; C -0.907; C 0.546; N 0.152; C -0.516; C -0.323; C -0.849; C -0.821; C -0.212; C -0.288; N -0.228; C 0.476; N 0.540; C -1.256; C -0.919; N 0.252; C -1.069; C -1.155; N 0.403; C -1.022; C -1.223; H 0.326; H 0.346; H 0.367; H 0.312; H 0.383; H 0.177; H 0.495; H 0.414; H 0.419; H 0.504; H 0.401; H 0.337; H 0.341; H 0.063; H 0.383; H 0.324; H 0.306; H 0.363; H 0.287; H 0.418; H 0.344; H 0.279; H 0.234; H 0.389; H 0.319; H 0.379; H 0.310; H 0.360


Per-record electronic energy, hartree: -3000.580220 -660.858452 -1990.317091 -1875.675939